(1)
A 5-piece molecular cluster, C5H22N2O4 overall. Source: the Open Molecules 2025 dataset; level of theory: ωB97M-V/def2-TZVPD.

Positions of all 33 atoms, in Å:
1 C -0.25 2.32 -2.20
2 C 0.06 1.79 -0.82
3 C 0.75 0.41 -0.86
4 C 0.65 -0.49 0.31
5 C 0.16 -0.18 1.50
6 N 0.20 -1.22 2.56
7 N 1.05 2.80 -0.19
8 H -1.03 1.72 -2.66
9 H -0.64 3.34 -2.15
10 H 0.69 2.44 -2.76
11 H -0.77 1.85 -0.12
12 H 1.81 0.68 -0.99
13 H 0.57 -0.06 -1.83
14 H 1.05 -1.49 0.18
15 H -0.41 0.72 1.68
16 H 1.05 -1.12 3.10
17 H 0.12 -2.10 2.05
18 H -0.65 -1.17 3.13
19 H 1.22 2.69 0.80
20 H 0.76 3.75 -0.43
21 H 1.95 2.71 -0.66
22 H -3.76 -0.88 0.44
23 H -2.32 -0.78 0.15
24 O -3.00 -0.32 0.65
25 H -2.77 -2.69 -2.29
26 H -1.37 -2.79 -2.71
27 O -1.89 -2.47 -1.96
28 H -1.97 -2.57 0.32
29 H -1.53 -3.81 1.00
30 O -1.37 -2.86 1.02
31 H 4.25 0.49 0.84
32 H 3.85 -0.64 1.82
33 O 3.53 -0.10 1.09

Calculated values
Energy relative to the best compared isomer or geometry (same formula, charge and spin) = 0.0 kJ/mol
Net charge = +2
LUMO level = -6.1 eV
Orbital gap = 11.2 eV
Energy = -613.5783 Ha
HOMO level = -17.36 eV



(2)
One molecule with the formula C3H3NO2. Source: the Open Molecules 2025 dataset; level of theory: ωB97M-V/def2-TZVPD.

Positions of all 9 atoms, in Å:
1 O 2.12 -0.04 0.15
2 C 0.73 -0.22 0.20
3 N 0.80 -1.50 0.29
4 O -1.60 -1.21 0.02
5 C -1.54 0.03 0.01
6 C -0.30 0.69 0.12
7 H 2.38 -0.15 -0.79
8 H -2.46 0.64 -0.11
9 H -0.15 1.76 0.11

Calculated values
Energy relative to the best compared isomer or geometry (same formula, charge and spin) = 513.3 kJ/mol
LUMO level (alpha / beta) = -2.0 / -2.0 eV
Orbital gap (alpha / beta) = 7.1 / 7.1 eV
Energy = -321.1821 Ha
HOMO level (alpha / beta) = -9.13 / -9.13 eV



(3)
A 2-piece molecular cluster, C5H13NO overall. Source: the Open Molecules 2025 dataset; level of theory: ωB97M-V/def2-TZVPD.

Positions of all 20 atoms, in Å:
1 C 1.84 0.41 -1.80
2 C 2.03 1.94 -1.64
3 C 0.75 -0.10 -0.89
4 O 1.01 -0.69 0.18
5 N -0.48 0.05 -1.25
6 H 1.50 0.17 -2.79
7 H 2.76 -0.15 -1.66
8 H 2.79 2.14 -0.90
9 H -1.26 -0.14 -0.60
10 H -0.64 0.78 -1.94
11 H 1.12 2.45 -1.33
12 H 2.38 2.34 -2.58
13 C -1.37 -0.93 2.77
14 C -2.12 -1.36 1.52
15 H -1.19 -1.75 3.45
16 H -0.37 -0.54 2.54
17 H -1.87 -0.14 3.31
18 H -3.19 -1.42 1.72
19 H -1.86 -0.70 0.70
20 H -1.82 -2.35 1.18

Calculated values
<S²> = 0.75
Energy relative to the best compared isomer or geometry (same formula, charge and spin) = 136.3 kJ/mol
Net charge = +1
LUMO level (alpha / beta) = -4.1 / -8.9 eV
Orbital gap (alpha / beta) = 11.2 / 6.4 eV
Spin multiplicity = 2
Energy = -327.9634 Ha
HOMO level (alpha / beta) = -15.28 / -15.27 eV